Below is an isolated ion of composition C8H19N2O2 and charge +1, with properties calculated with the ωB97M-V functional and the def2-TZVPD basis.

Cartesian coordinates (Å):
C (3.349312, -0.848443, 1.002504)
C (2.831925, -1.487283, -0.272088)
O (1.644635, -0.878470, -0.784451)
C (1.836650, 0.433105, -1.288775)
C (1.118858, 1.457021, -0.436426)
O (-0.290268, 1.213988, -0.570832)
N (-0.939962, 1.163366, 0.700599)
C (-2.300075, 1.606637, 0.438738)
C (-3.008418, 0.767020, -0.618543)
N (-2.943082, -0.697366, -0.249010)
C (-1.552411, -1.174303, 0.118914)
C (-0.935001, -0.233100, 1.135295)
H (2.582975, -0.846905, 1.781223)
H (3.679311, 0.180454, 0.846444)
H (4.203131, -1.416384, 1.374486)
H (3.601958, -1.467039, -1.050478)
H (2.565689, -2.530035, -0.099685)
H (1.428941, 0.462899, -2.302965)
H (2.901198, 0.680457, -1.353009)
H (1.339961, 2.472987, -0.774113)
H (1.404660, 1.366477, 0.611753)
H (-2.840938, 1.578269, 1.388551)
H (-2.282322, 2.642253, 0.101540)
H (-2.510414, 0.859012, -1.581010)
H (-4.061035, 1.028417, -0.714554)
H (-3.284294, -1.248884, -1.035610)
H (-3.577215, -0.882954, 0.529380)
H (-0.964175, -1.189373, -0.796672)
H (-1.655540, -2.184237, 0.512750)
H (-1.439838, -0.274819, 2.104266)
H (0.095785, -0.552766, 1.281777)

Atomic forces in eV per Å
-0.062 0.009 0.052
0.010 -0.023 -0.103
-0.036 0.063 0.149
0.005 0.009 -0.056
0.062 -0.052 -0.017
-0.030 -0.005 0.098
0.042 -0.002 -0.134
-0.091 -0.002 0.066
0.097 -0.051 -0.005
0.012 -0.028 0.031
-0.096 0.016 -0.048
0.070 0.031 0.020
0.019 -0.026 -0.014
0.003 -0.036 -0.021
-0.004 0.031 -0.008
0.017 -0.030 0.022
0.012 0.016 0.012
0.021 0.034 -0.008
-0.048 0.028 0.018
-0.030 -0.021 -0.011
-0.031 -0.004 -0.010
0.013 -0.004 -0.021
0.027 -0.037 -0.001
-0.014 0.022 0.011
0.039 0.024 -0.033
-0.039 -0.037 0.020
0.011 0.052 0.035
0.010 0.022 0.041
0.033 0.002 -0.055
-0.025 -0.025 -0.043
0.006 0.023 0.012

Output
* strongest force on any atom: 0.003 hartree/bohr
* charge: +1
* SMILES: CCOCCON1CC[NH2+]CC1
* E: -575.90146 Eh
* highest occupied orbital energy: -12.66 eV
* relative energy (zero: lowest compared OMol25 entry of this formula, charge and spin): 26.2 kcal/mol

Atomic partial charges in e from the natural (NBO) method, atoms 1 to 6: C -0.6449; C -0.0619; O -0.5661; C -0.0965; C -0.0963; O -0.4456